# 1
The following is a DFT calculation (ωB97M-V/def2-TZVPD) of a 2-piece molecular cluster, C2H2FN overall in a non-equilibrium geometry.

Cartesian coordinates (Å):
C: -0.676 0.035 -0.574
C: -0.001 0.003 0.640
N: -0.649 1.138 0.043
F: 1.958 -0.241 -0.270
H: -0.973 -0.693 -1.410
H: 0.340 -0.243 1.571

For the max |F|, the calculation gives 5.6 eV/A. The value obtained for the lowest unoccupied orbital energy (alpha / beta) is -0.5 / -0.5 eV. As for the gap between HOMO and LUMO (alpha / beta): 9.842 / 9.844 eV. The total energy is -231.844123 a.u.



# 2
The following is a DFT calculation (ωB97M-V/def2-TZVPD) of a 2-piece molecular cluster, C2H2FNO2 overall in a non-equilibrium geometry.

Cartesian coordinates (Å):
O: 1.346 -1.589 -0.146
C: 1.358 -0.485 -0.458
N: 1.765 0.631 -0.740
F: 0.958 1.779 -0.801
C: -1.435 -0.058 0.568
O: -1.754 -0.541 -0.527
H: -1.324 -0.671 1.537
H: -0.913 0.933 0.567

For the max |F|, the calculation gives 3.1 eV/A. The value obtained for the lowest unoccupied orbital energy is -0.6 eV. As for the SMILES: O=C=NF.C=O. As for the gap between HOMO and LUMO: 10.004 eV. The total energy is -382.361648 a.u.



# 3
The following is a DFT calculation (ωB97M-V/def2-TZVPD) of C2H2FNS as an isolated structure in a non-equilibrium geometry.

Cartesian coordinates (Å):
C: -0.587 -1.059 -0.311
C: -0.607 0.223 0.213
N: -0.600 -2.132 -0.715
F: 2.172 0.505 0.564
S: 1.418 1.149 -0.709
H: -0.531 0.220 1.183
H: -1.266 1.094 -0.224

For the max |F|, the calculation gives 8.2 eV/A. The value obtained for the lowest unoccupied orbital energy is -1.8 eV. As for the gap between HOMO and LUMO: 8.012 eV. The total energy is -630.094660 a.u.



# 4
The following is a DFT calculation (ωB97M-V/def2-TZVPD) of C2H2FNdO2 as an isolated structure in a non-equilibrium geometry.

Cartesian coordinates (Å):
H: 1.147 -0.388 0.921
O: 0.172 -0.418 -1.474
C: 0.679 0.139 -0.492
C: -0.047 0.151 0.835
O: -1.176 -0.512 0.812
F: 1.403 1.268 -0.701
H: -0.022 1.150 1.317
Nd: -2.156 -1.391 -1.218

For the max |F|, the calculation gives 6.5 eV/A. The value obtained for the lowest unoccupied orbital energy (alpha / beta) is -5.2 / -5.2 eV. As for the gap between HOMO and LUMO (alpha / beta): 7.081 / 7.687 eV. As for the multiplicity: 5. The total energy is -888.837011 a.u. As for the charge: +1.



# 5
The following is a DFT calculation (ωB97M-V/def2-TZVPD) of C2H2FNdO2 as an isolated structure in a non-equilibrium geometry.

Cartesian coordinates (Å):
Nd: 1.180 1.314 -1.470
F: -0.972 1.222 -2.274
O: 0.065 1.251 0.611
C: -0.496 0.112 0.837
C: 0.238 -1.031 0.372
O: 1.142 -0.841 -0.524
H: -1.219 0.002 1.656
H: 0.062 -2.029 0.793

For the max |F|, the calculation gives 5.2 eV/A. The value obtained for the lowest unoccupied orbital energy (alpha / beta) is -6.8 / -5.7 eV. As for the gap between HOMO and LUMO (alpha / beta): 5.892 / 9.494 eV. As for the multiplicity: 5. The total energy is -888.916456 a.u. As for the charge: +1.



# 6
The following is a DFT calculation (ωB97M-V/def2-TZVPD) of an isolated molecule of C2H2FO2P in a non-equilibrium geometry.

Cartesian coordinates (Å):
C: 0.409 -0.930 0.634
C: -0.667 -0.595 -0.260
O: 1.393 -0.232 0.770
O: -0.808 0.651 -0.737
F: 1.290 2.025 -0.568
P: -0.282 2.094 -0.873
H: 0.350 -1.816 1.242
H: -1.685 -1.197 -0.209

For the max |F|, the calculation gives 3.0 eV/A. The value obtained for the lowest unoccupied orbital energy (alpha / beta) is -0.7 / -1.3 eV. As for the gap between HOMO and LUMO (alpha / beta): 8.178 / 6.730 eV. The total energy is -669.044790 a.u.



# 7
The following is a DFT calculation (ωB97M-V/def2-TZVPD) of C2H2FO2Yb as an isolated structure in a non-equilibrium geometry.

Cartesian coordinates (Å):
Yb: -1.036 -0.773 -1.391
F: -1.753 -1.961 -2.863
O: -0.795 -0.680 0.833
C: 0.145 0.089 1.230
C: 0.869 0.847 0.270
O: 0.578 0.720 -0.967
H: 0.357 0.192 2.302
H: 1.635 1.567 0.586

For the max |F|, the calculation gives 6.4 eV/A. The value obtained for the lowest unoccupied orbital energy (alpha / beta) is -1.7 / -1.8 eV. As for the gap between HOMO and LUMO (alpha / beta): 4.512 / 4.400 eV. As for the multiplicity: 2. The total energy is -1486.445329 a.u.



# 8
The following is a DFT calculation (ωB97M-V/def2-TZVPD) of a 2-piece molecular cluster, C2H2FOP overall in a non-equilibrium geometry.

Cartesian coordinates (Å):
C: 0.882 -0.105 -0.542
C: -1.505 -0.250 0.126
O: -1.882 -1.201 0.686
F: -2.333 0.783 -0.205
P: 1.421 1.006 0.513
H: 0.739 -1.112 -0.691
H: 2.679 0.878 0.114

For the max |F|, the calculation gives 3.9 eV/A. The value obtained for the lowest unoccupied orbital energy (alpha / beta) is -1.2 / -0.9 eV. As for the gap between HOMO and LUMO (alpha / beta): 7.709 / 8.358 eV. The total energy is -593.674975 a.u.



# 9
The following is a DFT calculation (ωB97M-V/def2-TZVPD) of an isolated ion of composition C2H2FOS and charge -1 in a non-equilibrium geometry.

Cartesian coordinates (Å):
O: 0.664 1.180 1.409
C: 0.007 0.254 0.946
S: -1.009 -0.923 1.599
C: 0.091 -0.066 -0.684
F: -0.160 1.015 -1.562
H: -0.658 -0.896 -0.839
H: 1.065 -0.564 -0.870

For the max |F|, the calculation gives 2.6 eV/A. The value obtained for the lowest unoccupied orbital energy is 4.0 eV. As for the SMILES: [O-]C(=S)CF. As for the gap between HOMO and LUMO: 7.347 eV. The total energy is -650.744574 a.u. As for the charge: -1.



# 10
The following is a DFT calculation (ωB97M-V/def2-TZVPD) of C2H2FSc as an isolated structure in a non-equilibrium geometry.

Cartesian coordinates (Å):
F: 1.417 1.416 0.667
H: 1.036 1.246 -0.339
C: -0.546 -0.281 -0.492
C: -0.328 -0.336 0.745
H: 0.138 -0.838 1.584
Sc: -1.717 -1.207 -2.165

For the max |F|, the calculation gives 5.3 eV/A. The value obtained for the lowest unoccupied orbital energy (alpha / beta) is -6.7 / -6.6 eV. As for the gap between HOMO and LUMO (alpha / beta): 6.621 / 7.165 eV. As for the multiplicity: 2. The total energy is -937.522153 a.u. As for the charge: +1.



# 11
The following is a DFT calculation (ωB97M-V/def2-TZVPD) of C2H2FeO2 as an isolated structure in a non-equilibrium geometry.

Cartesian coordinates (Å):
H: -1.313 -1.370 -0.433
C: -0.403 -0.734 -0.439
C: 0.190 0.156 -1.159
H: -0.146 0.555 -2.115
O: -0.303 -0.258 1.328
O: 1.014 -0.002 1.902
Fe: 0.962 1.652 0.915

For the max |F|, the calculation gives 2.7 eV/A. The value obtained for the lowest unoccupied orbital energy (alpha / beta) is 0.3 / -2.6 eV. As for the gap between HOMO and LUMO (alpha / beta): 7.386 / 7.096 eV. As for the multiplicity: 7. The total energy is -1491.226862 a.u.



# 12
The following is a DFT calculation (ωB97M-V/def2-TZVPD) of C2H2HgMgO2 as an isolated structure in a non-equilibrium geometry.

Cartesian coordinates (Å):
H: 0.196 -0.990 -1.392
O: -1.284 0.515 1.007
C: -0.670 -0.404 0.468
C: 0.623 -0.111 -0.272
O: 1.016 1.119 -0.403
Hg: 0.475 2.784 0.995
Mg: -1.726 -2.066 -0.521
H: 1.372 -0.846 0.118

For the max |F|, the calculation gives 4.3 eV/A. The value obtained for the lowest unoccupied orbital energy (alpha / beta) is -6.3 / -6.8 eV. As for the gap between HOMO and LUMO (alpha / beta): 6.068 / 6.036 eV. As for the multiplicity: 2. The total energy is -580.978066 a.u. As for the charge: +1.



# 13
The following is a DFT calculation (ωB97M-V/def2-TZVPD) of a 2-piece molecular cluster, C2H2I2P overall in a non-equilibrium geometry.

Cartesian coordinates (Å):
C: -1.318 0.760 -0.764
C: -1.628 1.759 -1.609
P: -0.863 2.386 -0.099
I: 4.692 -0.517 0.271
I: 1.566 2.702 -0.233
H: -1.563 -0.252 -0.768
H: -2.232 2.312 -2.396

For the max |F|, the calculation gives 3.8 eV/A. The value obtained for the lowest unoccupied orbital energy (alpha / beta) is -8.9 / -6.0 eV. As for the gap between HOMO and LUMO (alpha / beta): 3.993 / 6.559 eV. The total energy is -1013.727260 a.u. As for the charge: +1.



# 14
The following is a DFT calculation (ωB97M-V/def2-TZVPD) of a 2-piece molecular cluster, C2H2I2S overall.

Cartesian coordinates (Å):
C: 0.202 -0.143 -0.591
C: -0.710 0.021 0.495
S: -0.242 -1.675 -0.045
I: 3.503 0.513 0.069
I: -2.738 0.696 0.142
H: 0.377 0.279 -1.556
H: -0.392 0.309 1.485

For the max |F|, the calculation gives 0.9 eV/A. The value obtained for the lowest unoccupied orbital energy (alpha / beta) is -1.4 / -2.8 eV. As for the gap between HOMO and LUMO (alpha / beta): 8.217 / 5.523 eV. The total energy is -1070.871100 a.u.



# 15
The following is a DFT calculation (ωB97M-V/def2-TZVPD) of a 2-piece molecular cluster, C2H2IN overall in a non-equilibrium geometry.

Cartesian coordinates (Å):
C: 0.075 1.340 -0.431
C: -2.493 -1.618 0.111
N: 0.001 2.450 -0.100
I: -3.495 0.150 0.039
H: 0.362 0.289 -0.794
H: -1.417 -1.344 -0.153

For the max |F|, the calculation gives 2.5 eV/A. The value obtained for the lowest unoccupied orbital energy is -1.5 eV. As for the gap between HOMO and LUMO: 7.609 eV. The total energy is -429.675855 a.u.



# 16
The following is a DFT calculation (ωB97M-V/def2-TZVPD) of a 2-piece molecular cluster, C2H2IN overall in a non-equilibrium geometry.

Cartesian coordinates (Å):
C: 0.748 -1.291 0.930
C: 0.003 -0.279 1.256
N: 1.636 -2.028 0.804
I: -2.406 2.937 1.497
H: -0.383 -0.136 2.324
H: -0.178 0.438 0.432

For the max |F|, the calculation gives 5.8 eV/A. The value obtained for the lowest unoccupied orbital energy (alpha / beta) is -4.9 / -4.9 eV. As for the gap between HOMO and LUMO (alpha / beta): 3.286 / 3.224 eV. The total energy is -429.674842 a.u.



# 17
The following is a DFT calculation (ωB97M-V/def2-TZVPD) of C2H2IN3 as an isolated structure in a non-equilibrium geometry.

Cartesian coordinates (Å):
C: -1.170 -0.762 0.061
C: 0.686 1.057 0.335
N: -2.321 -0.591 0.378
N: -0.039 -0.965 -0.164
N: 1.010 -0.141 -0.118
I: 2.290 2.448 0.132
H: -2.228 -0.226 -0.544
H: 1.771 -0.821 -0.081

For the max |F|, the calculation gives 5.2 eV/A. The value obtained for the lowest unoccupied orbital energy is -0.2 eV. As for the gap between HOMO and LUMO: 8.893 eV. The total energy is -539.167495 a.u.



# 18
The following is a DFT calculation (ωB97M-V/def2-TZVPD) of C2H2INO3 as an isolated structure in a non-equilibrium geometry.

Cartesian coordinates (Å):
C: 0.988 -0.859 1.357
C: 0.103 -0.436 0.249
N: -0.370 1.169 -1.699
O: 0.298 -0.452 -0.944
O: 0.714 -0.720 2.516
O: -0.906 1.783 -0.821
I: -1.825 0.027 0.960
H: 1.884 -1.292 0.814
H: -0.886 0.779 -2.432

For the max |F|, the calculation gives 4.8 eV/A. The value obtained for the lowest unoccupied orbital energy (alpha / beta) is -1.6 / -1.6 eV. As for the gap between HOMO and LUMO (alpha / beta): 7.280 / 7.275 eV. The total energy is -655.396583 a.u.



# 19
The following is a DFT calculation (ωB97M-V/def2-TZVPD) of C2H2INO3 as an isolated structure in a non-equilibrium geometry.

Cartesian coordinates (Å):
C: 1.321 0.256 -0.399
C: -0.339 -0.657 -0.096
N: -1.212 0.432 0.466
O: -1.686 1.124 -0.406
O: 1.328 1.342 -0.821
O: -1.248 0.641 1.673
I: 2.936 -1.004 0.086
H: -0.357 -1.438 0.634
H: -0.743 -0.696 -1.137

For the max |F|, the calculation gives 3.5 eV/A. The value obtained for the lowest unoccupied orbital energy is -0.9 eV. As for the gap between HOMO and LUMO: 9.469 eV. The total energy is -655.429006 a.u.



# 20
The following is a DFT calculation (ωB97M-V/def2-TZVPD) of C2H2INO3 as an isolated structure in a non-equilibrium geometry.

Cartesian coordinates (Å):
C: -1.257 -1.227 0.004
C: -0.385 -0.185 -0.039
N: 1.580 0.976 -0.090
O: -1.052 1.428 0.074
O: -0.853 -2.379 -0.027
O: 0.883 -0.139 -0.015
I: 3.520 0.544 0.111
H: -2.245 -0.931 -0.209
H: -0.192 1.911 0.191

For the max |F|, the calculation gives 8.9 eV/A. The value obtained for the lowest unoccupied orbital energy (alpha / beta) is -1.0 / -2.6 eV. As for the gap between HOMO and LUMO (alpha / beta): 7.546 / 7.691 eV. As for the multiplicity: 3. The total energy is -655.317323 a.u.